No. 1
A structure of composition C27H25BrN4O2OsSTe. Source: OMol25; level of theory: ωB97M-V with the def2-TZVPD basis set.

Each line ends with the Löwdin charge.
Element x y z (Å)
Os1 -0.545 -0.440 -0.905  1.2658
Br1 6.094 -3.873 -0.125  0.7766
C1 4.530 -2.956 -0.637  -0.6906
C2 4.350 -2.587 -1.979  -0.0854
C3 3.215 -1.920 -2.372  0.0126
C4 2.219 -1.606 -1.440  -0.3484
O1 1.149 -0.940 -1.849  -0.3412
C5 2.391 -1.981 -0.108  -0.1329
C6 1.407 -1.767 0.903  -0.0615
N1 0.197 -1.307 0.797  -0.0968
C7 -0.583 -1.452 2.004  -0.1873
C8 -0.419 -2.614 2.747  -0.0480
C9 -1.003 -2.756 4.000  -0.0479
C10 -1.733 -1.719 4.525  -0.0131
C11 -1.968 -0.555 3.778  -0.1437
C12 -2.713 0.528 4.335  -0.0081
C13 -2.903 1.672 3.583  -0.0546
C14 -2.493 1.727 2.282  -0.0737
N2 -1.856 0.639 1.668  -0.0927
C15 -1.439 -0.454 2.473  -0.0639
C16 3.572 -2.653 0.286  -0.0697
H1 5.116 -2.828 -2.704  0.1116
H2 3.067 -1.621 -3.401  0.1277
H3 1.709 -2.067 1.902  0.1362
H4 0.168 -3.423 2.338  0.1121
H5 -0.861 -3.672 4.558  0.1170
H6 -2.161 -1.787 5.517  0.1231
H7 -3.083 0.449 5.348  0.1171
H8 -3.392 2.541 4.001  0.1190
H9 -2.662 2.577 1.643  0.0803
H10 3.706 -2.933 1.323  0.1165
N3 -2.737 0.146 -3.729  0.1714
C17 -1.456 0.561 -3.785  -0.6421
N4 -0.966 1.014 -4.950  0.2053
O2 -0.695 0.515 -2.797  -0.2226
H11 -3.374 0.373 -4.474  0.1224
H12 -3.123 0.097 -2.796  0.0283
H13 -1.525 1.090 -5.780  0.1193
H14 0.006 1.263 -4.986  0.1285
S1 -2.787 1.476 -0.661  0.7543
C18 -1.832 0.545 0.309  -0.8616
C19 -6.050 -6.677 -0.480  -0.0396
C20 -4.925 -5.761 -0.884  -0.2506
C21 -5.027 -4.950 -2.007  -0.0035
C22 -3.991 -4.113 -2.408  -0.3182
C23 -4.140 -3.258 -3.638  -0.0874
C24 -2.829 -4.099 -1.638  -0.5075
Te1 -1.174 -2.958 -2.255  1.2628
C25 -2.692 -4.891 -0.496  -0.3153
C26 -1.426 -4.885 0.320  -0.0884
C27 -3.753 -5.713 -0.139  -0.0049
H15 -6.920 -6.546 -1.121  0.0772
H16 -6.356 -6.493 0.551  0.0854
H17 -5.739 -7.721 -0.545  0.0878
H18 -5.940 -4.968 -2.593  0.1205
H19 -5.130 -3.371 -4.077  0.0832
H20 -3.406 -3.530 -4.403  0.0759
H21 -3.995 -2.201 -3.404  0.0450
H22 -1.034 -3.869 0.428  0.0131
H23 -0.648 -5.496 -0.146  0.0931
H24 -1.603 -5.280 1.320  0.0856
H25 -3.659 -6.333 0.747  0.1264

Cartesian forces, eV/Å:
Os -0.038 -0.065 -0.433
Br 0.037 -0.013 0.008
C 0.037 0.018 -0.150
C 0.008 0.006 -0.025
C 0.163 -0.052 -0.112
C -0.491 0.445 -0.315
O 0.259 -0.323 0.209
C 0.072 -0.125 0.415
C 0.174 -0.006 0.085
N -0.208 0.034 0.237
C 0.139 0.024 -0.268
C -0.005 -0.091 0.119
C 0.015 -0.004 -0.018
C -0.013 -0.031 0.061
C -0.109 0.111 0.095
C 0.041 -0.110 -0.028
C -0.019 0.044 0.003
C 0.028 -0.160 -0.024
N -0.053 -0.018 0.113
C -0.086 0.228 -0.154
C -0.123 0.065 0.080
H -0.007 -0.003 0.007
H 0.023 -0.013 0.016
H 0.050 -0.022 -0.027
H -0.005 0.008 0.030
H -0.006 0.011 -0.003
H 0.015 -0.004 -0.020
H 0.018 -0.007 -0.023
H -0.002 -0.023 -0.008
H 0.042 -0.005 -0.013
H -0.015 0.001 -0.015
N -0.051 -0.037 0.055
C 0.078 0.006 0.020
N -0.066 -0.004 -0.039
O 0.067 0.110 -0.105
H 0.008 -0.014 -0.011
H -0.011 0.040 -0.013
H 0.007 0.017 0.009
H -0.011 -0.004 0.015
S 0.023 0.053 -0.244
C 0.136 -0.181 0.454
C 0.041 0.043 -0.012
C -0.072 -0.047 0.018
C -0.019 0.036 -0.039
C -0.101 -0.052 -0.032
C 0.012 -0.042 0.014
C 0.061 0.072 0.022
Te -0.025 0.182 -0.070
C -0.026 -0.044 0.119
C -0.049 -0.052 -0.036
C 0.053 0.009 0.055
H 0.015 0.009 0.000
H 0.013 0.009 -0.007
H 0.005 0.009 -0.003
H 0.022 -0.005 0.010
H 0.005 -0.015 0.022
H 0.009 0.001 0.030
H 0.002 -0.018 -0.001
H -0.034 -0.023 -0.007
H -0.023 0.013 -0.018
H -0.011 -0.001 -0.024
H -0.001 0.010 -0.027

Relative energy (zero: lowest compared OMol25 entry of this formula, charge and spin) ... 0.0 kcal/mol
2S+1 ... 6
Charge ... +1
Electronic energy ... -4744.03380 hartree
LUMO level (spin up / spin down) ... -0.113 / -0.181 Eh
Kohn-Sham gap (spin up / spin down) ... 0.2213 / 0.2185 Eh
M ... 867.32 Da

No. 2
A structure of composition C27H25IN4OW. Source: OMol25; level of theory: ωB97M-V with the def2-TZVPD basis set.

Each line ends with the Löwdin charge.
Element x y z (Å)
W1 -0.700 1.645 0.330  1.3682
C1 3.309 2.872 -3.147  -0.0452
C2 3.257 1.615 -2.561  -0.0502
C3 2.523 1.418 -1.401  -0.0264
C4 1.842 2.490 -0.844  -0.3195
C5 1.888 3.751 -1.418  -0.0519
C6 2.628 3.940 -2.573  -0.0402
N1 1.093 2.296 0.381  -0.1309
C7 1.686 2.610 1.625  -0.2104
C8 2.882 3.275 1.845  0.0197
C9 3.209 3.594 3.154  -0.0373
C10 2.363 3.262 4.208  -0.0378
C11 1.175 2.579 3.985  0.0107
C12 0.860 2.250 2.684  -0.2267
N2 -0.264 1.509 2.236  -0.1260
N3 -1.488 2.200 2.131  -0.0883
C13 -2.561 1.265 2.134  -0.3659
C14 -3.664 1.258 2.950  0.0456
C15 -4.614 0.275 2.701  0.0096
C16 -4.434 -0.631 1.657  -0.0099
C17 -3.304 -0.538 0.874  -0.0698
N4 -2.384 0.401 1.124  -0.0303
H1 3.888 3.024 -4.047  0.1194
H2 3.800 0.789 -3.001  0.1169
H3 2.497 0.448 -0.919  0.1073
H4 1.355 4.573 -0.955  0.1122
H5 2.676 4.921 -3.026  0.1211
H6 3.528 3.548 1.021  0.1278
H7 4.131 4.120 3.359  0.1220
H8 2.640 3.531 5.218  0.1215
H9 0.524 2.297 4.802  0.1265
H10 -3.774 1.990 3.737  0.1361
H11 -5.499 0.215 3.320  0.1328
H12 -5.172 -1.394 1.456  0.1258
H13 -3.116 -1.210 0.046  0.1226
C18 -0.134 -6.318 -0.942  -0.0070
C19 -0.287 -4.854 -1.159  -0.1812
C20 0.150 -3.944 -0.181  0.0261
C21 0.007 -2.589 -0.327  -0.1501
C22 0.538 -1.700 0.762  -0.0186
C23 -0.610 -2.097 -1.530  -0.1015
C24 -0.807 -0.753 -1.807  -0.0759
O1 -0.580 0.246 -1.037  -0.2569
C25 -1.041 -3.021 -2.550  -0.1585
C26 -1.671 -2.570 -3.844  -0.0202
C27 -0.875 -4.365 -2.332  0.0278
H14 0.724 -6.539 -0.309  0.0970
H15 -0.039 -6.856 -1.884  0.0980
H16 -1.023 -6.704 -0.434  0.1142
H17 0.628 -4.328 0.711  0.1342
H18 1.073 -2.297 1.496  0.0986
H19 -0.266 -1.183 1.289  0.0609
H20 1.232 -0.955 0.371  0.0705
H21 -1.208 -0.473 -2.781  0.1463
H22 -2.591 -2.008 -3.679  0.0987
H23 -1.920 -3.432 -4.456  0.0934
H24 -0.990 -1.944 -4.424  0.1026
H25 -1.199 -5.065 -3.092  0.1357
I1 -1.888 3.559 -0.950  0.4870

Cartesian forces, eV/Å:
W -0.152 -0.083 -0.212
C -0.023 0.031 0.022
C 0.022 -0.015 -0.025
C -0.006 -0.056 0.026
C 0.032 -0.009 0.031
C -0.066 0.081 0.052
C 0.019 -0.036 -0.024
N 0.085 -0.084 -0.135
C 0.012 0.079 0.050
C 0.089 -0.045 -0.136
C 0.012 0.007 -0.010
C -0.008 -0.005 0.023
C -0.069 -0.101 0.090
C 0.044 0.064 -0.010
N -0.022 0.064 -0.173
N -0.004 -0.013 0.018
C -0.059 -0.196 -0.054
C -0.122 0.025 0.094
C 0.025 0.031 0.014
C 0.004 0.021 0.025
C 0.040 -0.126 -0.068
N 0.002 0.184 0.070
H -0.004 -0.004 -0.003
H -0.002 0.001 0.006
H 0.017 0.018 -0.015
H 0.011 0.010 -0.022
H 0.001 0.002 0.006
H -0.018 0.016 0.011
H 0.005 -0.008 -0.020
H -0.010 -0.006 0.000
H 0.002 0.012 -0.007
H 0.006 -0.003 -0.003
H 0.000 -0.001 -0.007
H 0.013 -0.010 -0.012
H -0.023 0.010 -0.002
C 0.043 -0.046 -0.012
C -0.005 0.147 0.025
C -0.033 -0.107 -0.046
C 0.046 0.010 0.085
C -0.006 -0.065 -0.065
C 0.057 -0.100 -0.005
C -0.221 0.107 -0.059
O 0.151 0.183 0.421
C -0.043 0.086 -0.099
C 0.052 0.020 0.087
C 0.004 -0.069 0.017
H -0.008 -0.007 0.002
H -0.006 0.005 0.000
H -0.008 0.022 0.002
H -0.004 -0.020 -0.007
H 0.001 -0.002 0.006
H 0.002 0.017 -0.001
H -0.026 0.029 0.004
H 0.062 0.027 0.010
H 0.006 -0.011 -0.001
H 0.003 -0.014 0.006
H -0.005 -0.004 -0.005
H 0.011 -0.025 0.021
I 0.077 -0.043 0.011

Relative energy (zero: lowest compared OMol25 entry of this formula, charge and spin) ... 10.6 kcal/mol
Charge ... +2
Electronic energy ... -1702.41061 hartree
LUMO level ... -0.288 Eh
Kohn-Sham gap ... 0.2295 Eh
M ... 732.27 Da

No. 3
A cluster of 2 separate species, C27H25N2 in total. Source: OMol25; level of theory: ωB97M-V with the def2-TZVPD basis set.

Each line ends with the Löwdin charge.
Element x y z (Å)
C1 -0.070 -6.639 -1.435  0.0107
N1 0.071 -5.213 -1.705  -0.0700
C2 1.067 -4.603 -2.428  0.0650
C3 1.023 -3.192 -2.194  -0.1333
C4 1.994 -2.168 -2.412  0.1228
C5 1.818 -0.909 -3.077  -0.1946
C6 0.558 -0.384 -3.516  0.0163
C7 0.415 0.980 -3.772  -0.0077
C8 1.482 1.877 -3.585  -0.2142
C9 1.279 3.373 -3.606  -0.0222
C10 2.770 1.320 -3.483  -0.0120
C11 2.944 -0.046 -3.311  0.0153
C12 -0.169 -2.975 -1.391  -0.1290
C13 -0.551 -1.884 -0.618  -0.0058
C14 -1.571 -2.043 0.334  -0.0539
C15 -2.056 -3.312 0.670  -0.0533
C16 -1.615 -4.444 -0.031  0.0005
C17 -0.721 -4.246 -1.080  -0.1554
H1 -0.834 -6.784 -0.668  0.0804
H2 -0.380 -7.206 -2.324  0.1069
H3 0.878 -7.053 -1.062  0.1083
H4 1.788 -5.184 -3.006  0.1479
H5 3.034 -2.443 -2.138  0.1464
H6 -0.305 -1.060 -3.589  0.1338
H7 -0.548 1.384 -4.093  0.1293
H8 2.235 3.897 -3.524  0.0836
H9 0.786 3.746 -4.511  0.0978
H10 0.659 3.698 -2.761  0.1003
H11 3.625 2.000 -3.526  0.1271
H12 3.950 -0.477 -3.247  0.1282
H13 -0.031 -0.934 -0.719  0.1163
H14 -1.990 -1.177 0.845  0.0735
H15 -2.756 -3.430 1.496  0.1139
H16 -1.945 -5.442 0.259  0.1074
C18 -3.189 3.728 4.317  -0.0298
C19 -2.203 2.976 3.447  -0.2008
C20 -2.651 2.024 2.540  -0.0213
C21 -1.738 1.369 1.690  -0.1473
N2 -0.422 1.549 1.724  0.0940
C22 0.052 2.437 2.654  -0.2148
C23 -0.809 3.213 3.542  -0.1053
C24 -0.210 4.090 4.482  -0.0261
C25 1.160 4.225 4.580  -0.0778
C26 2.001 3.452 3.764  -0.0753
C27 1.455 2.580 2.826  -0.0238
H17 -2.669 4.421 4.984  0.0571
H18 -3.890 4.313 3.706  0.0935
H19 -3.783 3.046 4.941  0.0940
H20 -3.712 1.787 2.483  0.1144
H21 -2.117 0.669 0.957  0.0729
H22 -0.848 4.651 5.157  0.0972
H23 1.551 4.924 5.318  0.1086
H24 3.077 3.555 3.896  0.1047
H25 2.110 1.967 2.203  0.1057

Cartesian forces, eV/Å:
C 0.106 -0.558 -0.337
N 0.463 0.728 -1.075
C 0.011 0.394 1.855
C -0.405 -0.283 -0.069
C 0.412 -0.442 -2.164
C 0.048 0.098 0.375
C -0.313 0.286 0.380
C -0.317 -0.666 0.136
C 0.099 -0.119 -0.505
C 0.205 0.035 0.087
C 0.177 -0.207 -0.059
C 0.089 0.077 1.087
C -0.289 -0.523 0.714
C -0.836 0.293 0.361
C 0.431 0.101 -0.329
C 0.125 -0.664 -0.709
C -0.471 0.506 0.354
C 0.930 0.306 0.371
H 0.263 0.089 -0.232
H 0.109 0.289 0.170
H -0.293 0.212 -0.135
H -0.312 0.196 0.255
H -0.489 0.231 -0.600
H 0.386 0.406 0.118
H 0.204 -0.239 0.229
H -0.112 -0.135 0.007
H 0.011 -0.355 0.067
H 0.062 -0.215 -0.097
H -0.185 -0.398 -0.002
H -0.357 0.280 0.159
H -0.323 0.013 -0.046
H 0.449 -0.349 0.006
H 0.099 0.051 -0.275
H 0.055 0.364 -0.041
C 0.039 0.008 0.061
C -0.669 -0.256 -0.149
C 0.266 0.477 0.345
C 0.827 0.517 0.464
N -0.732 0.210 0.299
C -0.369 0.501 0.881
C 0.796 -0.901 -0.844
C 0.383 0.041 -0.051
C -0.949 0.047 0.148
C -0.343 -0.469 -0.606
C 0.578 0.318 0.217
H -0.345 -0.153 -0.145
H 0.198 -0.182 0.097
H 0.185 0.108 -0.223
H 0.196 0.085 -0.070
H 0.024 0.083 -0.090
H 0.217 -0.006 -0.116
H 0.101 -0.241 -0.210
H -0.191 -0.186 -0.214
H -0.244 0.196 0.150

Relative energy (zero: lowest compared OMol25 entry of this formula, charge and spin) ... 0.6 kcal/mol
Charge ... +1
Electronic energy ... -1153.10481 hartree
LUMO level ... -0.196 Eh
Kohn-Sham gap ... 0.1838 Eh
M ... 377.51 Da

Strongest force on any atom values (in eV Å⁻¹) by entry order: 0.734; 0.483; 2.247.